Entry 1:
Below is the molecule C3H5NO2S, with properties calculated with wB97M-V/def2-TZVPD.

Geometry as XYZ:
```
12
Properties=species:S:1:pos:R:3:forces:R:3
O 2.7233 -1.2825 -0.1363 -0.32 0.17 0.22
C 1.7441 -0.8099 0.3842 0.42 -0.04 -0.62
C 1.0586 0.4123 -0.2093 0.46 0.62 0.07
O -0.0126 0.8251 0.6518 0.30 0.00 0.21
N -1.2193 0.8620 0.0203 -0.37 -0.45 -0.11
C -1.9750 -0.2410 -0.1228 0.29 -0.12 -0.05
S -1.5227 -1.7946 0.1463 -0.12 0.46 -0.04
H 1.2973 -1.2302 1.2934 -0.10 0.05 0.14
H 0.6726 0.1921 -1.2070 0.13 -0.07 0.09
H 1.7972 1.2576 -0.2830 -0.61 -0.78 0.06
H -1.6058 1.7871 -0.0178 -0.14 0.17 -0.03
H -2.9577 0.0221 -0.5199 0.06 -0.01 0.07
```
Positions in Å, forces in eV/Å.

Properties
- Molar mass: 119.14 g mol⁻¹
- DFT total energy: -720.643036 hartree
- SMILES string: O=CCONC=S
- Energy relative to the best compared isomer or geometry (same formula, charge and spin): 64.9 kcal/mol
- HOMO-LUMO gap: 9.36 eV
- Largest force on an atom: 1.0 eV Å⁻¹

---

Entry 2:
Below is the molecule C3H5NO2S at a distorted geometry, with properties calculated with wB97M-V/def2-TZVPD.

Geometry as XYZ:
```
12
Properties=species:S:1:pos:R:3:forces:R:3
O 1.7982 0.3038 -1.2732 0.88 0.31 -1.16
S 1.2895 0.1092 0.0373 -2.54 -0.29 0.52
O 2.0673 0.3149 1.2084 0.95 0.04 0.76
C 0.4471 -1.5087 0.0610 0.01 2.50 0.86
N -0.7957 -1.4138 -0.1135 0.28 -1.08 0.50
C -1.3423 -0.0417 -0.2351 1.63 0.41 -3.00
C -0.3015 0.9782 0.1558 1.32 1.64 -0.04
H 1.1511 -2.1645 0.5488 -0.57 -1.56 -0.62
H -2.1913 0.0369 0.3730 -1.30 -0.13 0.63
H -1.5872 0.1860 -1.3308 -0.13 -0.78 1.49
H -0.0808 1.7854 -0.6045 -0.86 -0.63 0.91
H -0.4543 1.4144 1.1728 0.34 -0.42 -0.84
```
Positions in Å, forces in eV/Å.

Properties
- Molar mass: 119.14 g mol⁻¹
- DFT total energy: -720.664467 hartree
- SMILES string: O=S1(=O)C=NCC1
- Energy relative to the best compared isomer or geometry (same formula, charge and spin): 51.5 kcal/mol
- HOMO-LUMO gap: 10.28 eV
- Largest force on an atom: 3.4 eV Å⁻¹

---

Entry 3:
Below is the molecule C3H5NO2S at a distorted geometry, with properties calculated with wB97M-V/def2-TZVPD.

Geometry as XYZ:
```
12
Properties=species:S:1:pos:R:3:forces:R:3
N -1.8057 0.8435 0.9387 -0.68 -0.07 0.55
S -0.4800 0.9007 0.2620 -0.19 0.34 -1.46
O 0.2967 2.0999 0.0116 -0.36 0.13 0.25
C -0.3599 -0.0600 -1.3744 -5.05 3.47 0.87
C 0.6711 -0.7493 -1.1647 2.46 -3.76 -1.97
O 1.2687 -0.9146 -0.0130 1.40 0.34 3.89
C 0.6202 -0.2875 1.1063 -0.60 1.09 -1.15
H -2.5331 1.5428 1.1200 1.07 -0.26 -0.55
H -1.1921 -0.0080 -2.1425 1.73 0.08 1.01
H 1.1686 -1.4499 -1.8030 -0.05 -0.06 -1.08
H -0.1233 -0.9167 1.6154 0.90 -0.28 0.11
H 1.3209 0.3452 1.7126 -0.62 -1.02 -0.48
```
Positions in Å, forces in eV/Å.

Properties
- Molar mass: 119.14 g mol⁻¹
- DFT total energy: -720.594604 hartree
- SMILES string: N=[S@]1(=O)C=COC1
- Energy relative to the best compared isomer or geometry (same formula, charge and spin): 95.3 kcal/mol
- HOMO-LUMO gap: 10.15 eV
- Largest force on an atom: 6.2 eV Å⁻¹

---

Entry 4:
Below is the molecule C3H5NO2S at a distorted geometry, with properties calculated with wB97M-V/def2-TZVPD.

Geometry as XYZ:
```
12
Properties=species:S:1:pos:R:3:forces:R:3
O 0.0982 -1.3659 -1.0277 0.89 -0.62 -0.39
C 0.4453 -0.5102 -0.2410 -1.43 -1.48 -0.15
N 1.6317 -0.6034 0.4334 1.28 -0.84 -0.51
S 1.9145 0.2308 1.8910 -0.27 -2.66 1.12
C -0.6117 0.5346 -0.0296 0.21 5.12 1.16
C -1.5895 0.7435 -1.1660 1.58 -1.98 -1.15
O -1.9538 0.1694 0.0840 -0.34 -1.00 -0.52
H 2.2470 -1.4683 0.2015 -1.64 2.22 0.36
H 1.6209 -0.9770 2.6823 0.40 2.29 -0.78
H -0.4429 1.5593 0.5953 0.22 -2.74 -1.38
H -1.3555 -0.0511 -2.0545 -1.14 2.15 2.21
H -2.0043 1.7383 -1.3688 0.24 -0.47 0.03
```
Positions in Å, forces in eV/Å.

Properties
- Molar mass: 119.14 g mol⁻¹
- DFT total energy: -720.640438 hartree
- SMILES string: O=C(NS)[C@H]1CO1
- Energy relative to the best compared isomer or geometry (same formula, charge and spin): 66.6 kcal/mol
- HOMO-LUMO gap: 9.96 eV
- Largest force on an atom: 5.3 eV Å⁻¹

---

Entry 5:
Below is the molecule C3H5NO2S at a distorted geometry, with properties calculated with wB97M-V/def2-TZVPD.

Geometry as XYZ:
```
12
Properties=species:S:1:pos:R:3:forces:R:3
C -0.3718 0.3170 -0.3858 -1.29 0.88 -3.67
C -0.4186 -1.1928 -0.3666 1.30 2.21 0.44
C 0.3078 1.1187 0.6931 -2.35 -0.56 0.49
N 0.5683 -1.6568 0.4498 0.24 -4.04 1.26
O -1.2110 -1.8864 -0.9341 -0.95 -0.61 -0.40
O -0.8707 2.4379 -1.8481 -0.01 1.56 -0.19
S -1.1095 1.0146 -1.8217 1.76 -2.77 3.52
H 1.3520 1.3672 0.5833 0.24 -0.01 -0.16
H 0.0842 0.5263 1.6055 0.76 0.41 -0.28
H -0.3235 2.0081 0.8166 0.62 0.27 -0.15
H 1.5282 -1.3494 0.5641 -0.65 0.56 -0.25
H 0.4648 -2.7043 0.6439 0.35 2.09 -0.59
```
Positions in Å, forces in eV/Å.

Properties
- Molar mass: 119.14 g mol⁻¹
- DFT total energy: -720.691223 hartree
- Energy relative to the best compared isomer or geometry (same formula, charge and spin): 34.7 kcal/mol
- HOMO-LUMO gap: 8.34 eV
- Largest force on an atom: 4.8 eV Å⁻¹

---

Entry 6:
Below is C3H5NO2S as an isolated structure at a distorted geometry, with properties calculated with wB97M-V/def2-TZVPD.

Geometry as XYZ:
```
12
Properties=species:S:1:pos:R:3:forces:R:3
C 1.5585 0.7808 0.1995 0.85 1.04 0.65
C 0.4006 0.3924 -0.7972 2.42 -0.51 0.98
C -2.4568 -1.3314 -0.1408 0.45 -0.59 -1.22
H 1.9062 1.0876 2.1353 -5.49 0.52 -2.35
H 2.4509 -0.2164 0.4295 -3.04 3.04 -1.04
H 2.2276 1.8213 -0.3268 -2.13 -3.43 1.82
H -3.2610 -1.9864 -0.5368 1.04 0.45 0.18
H -2.3409 -1.0580 0.8487 -0.91 0.60 2.33
N -1.4840 -0.9448 -0.8474 -0.65 0.44 -1.61
O 0.8326 1.1308 1.4959 7.74 -0.82 1.03
O -0.7114 0.0093 -0.1236 0.68 -0.61 -0.55
S 0.8778 0.3148 -2.3364 -0.96 -0.13 -0.23
```
Positions in Å, forces in eV/Å.

Properties
- Molar mass: 119.14 g mol⁻¹
- DFT total energy: -720.506929 hartree
- Energy relative to the best compared isomer or geometry (same formula, charge and spin): 150.3 kcal/mol
- HOMO-LUMO gap: 8.53 eV
- Largest force on an atom: 7.9 eV Å⁻¹

---

Entry 7:
Below is the molecule C3H5NO2S at a distorted geometry, with properties calculated with wB97M-V/def2-TZVPD.

Geometry as XYZ:
```
12
Properties=species:S:1:pos:R:3:forces:R:3
O 0.4750 -1.9463 -0.9489 -0.50 -0.05 -0.07
C 1.1744 -1.1710 -0.3533 0.60 -0.25 -0.49
C 0.6902 -0.1403 0.6188 -1.73 0.26 -0.65
N -0.6493 0.3456 0.2290 0.92 -0.98 0.46
O -1.6303 -0.6425 0.2447 -0.14 0.46 0.34
C -0.9819 1.5536 -0.2062 0.03 -0.52 -0.15
S -0.0291 2.8679 -0.3139 0.30 0.35 0.03
H 2.2588 -1.1929 -0.5487 0.15 0.03 0.25
H 1.3227 0.7117 0.5606 0.69 0.73 0.34
H 0.6454 -0.5914 1.6053 0.10 0.11 0.32
H -1.2692 -1.3090 -0.3525 0.04 -0.43 -0.35
H -2.0068 1.5146 -0.5349 -0.47 0.28 -0.04
```
Positions in Å, forces in eV/Å.

Properties
- Molar mass: 119.14 g mol⁻¹
- DFT total energy: -720.654488 hartree
- SMILES string: O=CCN(O)C=S
- Energy relative to the best compared isomer or geometry (same formula, charge and spin): 57.7 kcal/mol
- HOMO-LUMO gap: 8.87 eV
- Largest force on an atom: 1.9 eV Å⁻¹

---

Entry 8:
Below is the molecule C3H5NO2S at a distorted geometry, with properties calculated with wB97M-V/def2-TZVPD.

Geometry as XYZ:
```
12
Properties=species:S:1:pos:R:3:forces:R:3
C 0.0089 -0.4206 1.3038 -0.23 1.23 -1.48
C -0.1998 0.2589 0.1658 -2.75 -1.01 1.56
C -1.5415 0.9846 -0.0976 2.91 1.71 -1.89
N 0.6046 0.2351 -0.9708 0.59 -0.44 -0.67
S 1.6719 -0.8094 -1.0959 2.68 0.12 -2.01
O 2.4657 -0.8511 -2.3289 -1.71 0.17 1.92
O 2.1064 -1.6057 0.0127 -0.08 -0.27 -0.48
H -0.5983 -0.4482 2.1463 -1.63 0.52 0.96
H 0.8256 -1.0210 1.4341 1.96 -1.08 0.26
H -1.4052 1.9181 0.4640 -0.56 0.13 -0.34
H -2.4538 0.5311 0.1956 -0.50 -0.82 0.23
H -1.4845 1.2283 -1.2292 -0.68 -0.25 1.93
```
Positions in Å, forces in eV/Å.

Properties
- Molar mass: 119.14 g mol⁻¹
- DFT total energy: -720.625511 hartree
- SMILES string: C=C(C)N=S(=O)=O
- Energy relative to the best compared isomer or geometry (same formula, charge and spin): 75.9 kcal/mol
- HOMO-LUMO gap: 8.72 eV
- Largest force on an atom: 3.9 eV Å⁻¹

---

Entry 9:
Below is the molecule C3H5NO2S at a distorted geometry, with properties calculated with wB97M-V/def2-TZVPD.

Geometry as XYZ:
```
12
Properties=species:S:1:pos:R:3:forces:R:3
C 0.3138 0.9080 0.4811 1.24 -2.58 2.50
C -0.9692 0.7003 -0.2961 0.40 -1.05 3.23
C 1.2539 -0.1795 0.0837 1.23 -0.16 0.13
N -1.2023 -1.8298 -0.7145 0.52 -1.98 -0.50
O 2.4843 -0.3670 0.6351 -0.02 -0.20 1.31
O 2.3054 -0.1250 -0.7875 -0.54 0.37 -1.32
S -1.8570 -0.8148 0.3136 0.10 0.67 0.26
H 0.7928 1.8530 0.4200 0.31 1.19 -0.72
H 0.3265 0.7363 1.6479 -0.94 0.29 -2.03
H -1.4521 1.5875 -0.0315 -1.90 1.21 -0.78
H -0.7242 0.4005 -1.2599 -0.05 0.31 -2.11
H -1.2719 -2.8695 -0.4919 -0.35 1.94 0.03
```
Positions in Å, forces in eV/Å.

Properties
- Molar mass: 119.14 g mol⁻¹
- DFT total energy: -720.456054 hartree
- Expectation value of S²: 2.008
- Spin multiplicity: 3
- Energy relative to the best compared isomer or geometry (same formula, charge and spin): 76.6 kcal/mol
- HOMO-LUMO gap (alpha / beta): 8.93 / 9.45 eV
- Largest force on an atom: 3.8 eV Å⁻¹

---

Entry 10:
Below is the molecule C3H5NO2S2 at a distorted geometry, with properties calculated with wB97M-V/def2-TZVPD.

Geometry as XYZ:
```
13
Properties=species:S:1:pos:R:3:forces:R:3
C -1.6082 0.1072 0.2766 -0.26 1.42 3.02
O -0.9596 1.0248 -0.6255 -1.13 1.07 0.46
C -0.0820 0.7570 -1.5620 -1.13 -0.44 -0.43
S -0.1755 1.3421 -3.0544 0.14 0.35 -0.41
S 1.0770 -0.4115 -1.0886 1.50 -0.15 -0.07
C 1.4036 0.2589 0.5220 1.13 -1.56 0.80
N 1.6169 -0.5108 1.5227 -1.40 -0.84 -1.19
O 1.2203 -1.8369 1.2882 0.51 -0.22 -1.12
H -1.7361 0.8285 1.3442 0.48 -2.44 -3.05
H -2.7095 0.0195 -0.1135 2.33 -0.65 0.67
H -0.8866 -0.8130 0.5255 -2.33 1.79 -0.67
H 1.7268 1.2526 0.6901 0.00 1.08 -0.32
H 1.1129 -2.0185 0.2747 0.16 0.59 2.31
```
Positions in Å, forces in eV/Å.

Properties
- Molar mass: 151.21 g mol⁻¹
- DFT total energy: -1118.767034 hartree
- SMILES string: COC(=S)S/C=N\O
- Energy relative to the best compared isomer or geometry (same formula, charge and spin): 113.2 kcal/mol
- HOMO-LUMO gap: 8.82 eV
- Largest force on an atom: 3.9 eV Å⁻¹

---

Please write out number 10 again, unchanged.
Below is the molecule C3H5NO2S2 at a distorted geometry, with properties calculated with wB97M-V/def2-TZVPD.

Geometry as XYZ:
```
13
Properties=species:S:1:pos:R:3:forces:R:3
C -1.6082 0.1072 0.2766 -0.26 1.42 3.02
O -0.9596 1.0248 -0.6255 -1.13 1.07 0.46
C -0.0820 0.7570 -1.5620 -1.13 -0.44 -0.43
S -0.1755 1.3421 -3.0544 0.14 0.35 -0.41
S 1.0770 -0.4115 -1.0886 1.50 -0.15 -0.07
C 1.4036 0.2589 0.5220 1.13 -1.56 0.80
N 1.6169 -0.5108 1.5227 -1.40 -0.84 -1.19
O 1.2203 -1.8369 1.2882 0.51 -0.22 -1.12
H -1.7361 0.8285 1.3442 0.48 -2.44 -3.05
H -2.7095 0.0195 -0.1135 2.33 -0.65 0.67
H -0.8866 -0.8130 0.5255 -2.33 1.79 -0.67
H 1.7268 1.2526 0.6901 0.00 1.08 -0.32
H 1.1129 -2.0185 0.2747 0.16 0.59 2.31
```
Positions in Å, forces in eV/Å.

Properties
- Molar mass: 151.21 g mol⁻¹
- DFT total energy: -1118.767034 hartree
- SMILES string: COC(=S)S/C=N\O
- Energy relative to the best compared isomer or geometry (same formula, charge and spin): 113.2 kcal/mol
- HOMO-LUMO gap: 8.82 eV
- Largest force on an atom: 3.9 eV Å⁻¹